Density functional theory data (wB97M-V/def2-TZVPD) for a 9-piece molecular cluster, C36H45F27O18 overall.

The geometry in ORCA input format:
```
! RIJCOSX wB97M-V def2-TZVPD def2/J DEFGRID3
* xyz 0 1
C 4.6720 0.7424 -0.3779
C 5.5423 1.2782 -1.5110
O 5.0789 0.6602 -2.7051
C 5.7638 0.8061 -3.8166
O 6.8089 1.3808 -3.9357
C 4.9945 0.2566 -5.0311
F 5.6361 0.3724 -6.1840
F 4.7177 -1.0502 -4.8446
F 3.8403 0.9514 -5.1022
H 4.7701 -0.3436 -0.3117
H 3.6164 0.8643 -0.6153
H 4.9159 1.2434 0.5555
H 6.5924 1.1055 -1.2807
H 5.3791 2.3586 -1.5350
C 1.5758 -1.2243 5.4069
C 0.6802 -1.2835 6.6290
O 1.4511 -1.2220 7.8262
C 1.9652 -0.0587 8.2032
O 1.8476 1.0228 7.7228
C 2.7778 -0.1823 9.5145
F 2.5562 0.8747 10.2826
F 2.4816 -1.3038 10.1914
F 4.0987 -0.2426 9.2312
H 1.7418 -0.2387 4.9772
H 1.3040 -1.8998 4.5966
H 2.5671 -1.6079 5.6663
H 0.0565 -2.1748 6.7048
H -0.0859 -0.5054 6.6765
C 1.4054 -1.2699 -2.8543
C 0.9233 -0.1648 -1.9432
O 0.3405 -0.7787 -0.7953
C 0.3432 -0.0396 0.3191
O 0.7191 1.0819 0.3791
C -0.1409 -0.8606 1.5353
F -1.2256 -0.2899 2.0658
F -0.4794 -2.0967 1.1841
F 0.8130 -0.9268 2.4585
H 0.5652 -1.8481 -3.2428
H 1.9886 -2.0539 -2.3632
H 2.0161 -0.9025 -3.6779
H 0.1901 0.4147 -2.5048
H 1.7476 0.5054 -1.7124
C -4.3806 0.6166 -6.6343
C -3.4585 1.3717 -5.7125
O -2.1484 1.3963 -6.2946
C -1.1127 0.9498 -5.6008
O -1.1207 0.4050 -4.5431
C 0.1733 0.9702 -6.4775
F 0.5959 -0.2708 -6.6575
F -0.0207 1.5106 -7.6783
F 1.0808 1.7165 -5.8391
H -5.3675 0.5366 -6.1766
H -3.9810 -0.3847 -6.7975
H -4.4989 1.1246 -7.5905
H -3.4584 0.9393 -4.7096
H -3.7659 2.4039 -5.5361
C 5.1035 0.0278 5.9712
C 5.0048 1.5633 5.9279
O 3.7056 2.0374 5.6055
C 3.3399 1.9825 4.3349
O 4.0080 1.7377 3.3765
C 1.9462 2.6013 4.1192
F 1.2388 1.8374 3.2628
F 1.2339 2.7188 5.2394
F 2.1291 3.8000 3.5458
H 4.8259 -0.4257 5.0231
H 4.5034 -0.3306 6.7982
H 6.1672 -0.1140 6.1712
H 5.7180 1.9959 5.2220
H 5.2571 1.9353 6.9203
C 5.5401 4.3374 -5.6531
C 5.0546 4.8389 -4.3149
O 3.8253 4.2498 -3.9732
C 3.2763 4.4927 -2.7870
O 3.6679 5.3394 -2.0496
C 2.0917 3.5482 -2.5095
F 1.0795 4.2781 -2.0443
F 1.6704 2.8864 -3.5618
F 2.4528 2.7166 -1.5313
H 6.5119 4.7321 -5.9339
H 4.7585 4.6192 -6.3618
H 5.6259 3.2494 -5.6474
H 4.9465 5.9293 -4.3425
H 5.7961 4.6614 -3.5270
C -5.2363 0.4830 2.3320
C -5.1349 0.8178 3.8218
O -3.8295 1.3745 4.0696
C -3.0858 0.7844 4.9936
O -3.4411 -0.1133 5.6898
C -1.7231 1.4811 5.1833
F -1.4602 1.4847 6.4736
F -0.8392 0.7068 4.5307
F -1.6296 2.6755 4.6407
H -5.5547 1.4213 1.8682
H -6.0805 -0.1658 2.1087
H -4.2698 0.1551 1.9689
H -5.2461 -0.0769 4.4290
H -5.8839 1.5750 4.0416
C -6.7699 -3.3183 4.8078
C -7.0981 -3.0094 3.3555
O -5.9355 -2.6771 2.5861
C -5.2858 -3.7017 2.0460
O -5.5739 -4.8536 2.1407
C -3.9611 -3.3370 1.3345
F -2.9935 -4.0309 1.9158
F -4.0692 -3.6822 0.0644
F -3.6452 -2.0533 1.4728
H -6.1357 -2.5105 5.1752
H -6.3848 -4.3207 4.9650
H -7.7065 -3.2025 5.3585
H -7.6994 -2.1006 3.3054
H -7.6987 -3.7955 2.8977
C -5.6426 -4.2468 -6.6774
C -4.9662 -3.4991 -5.5491
O -3.6619 -3.0913 -5.9873
C -2.5948 -3.6550 -5.4640
O -2.5731 -4.3647 -4.5018
C -1.2626 -3.3272 -6.1945
F -0.5351 -4.4154 -6.4948
F -1.4824 -2.6599 -7.3508
F -0.5228 -2.5467 -5.3891
H -6.5787 -4.7157 -6.3660
H -5.0616 -5.0681 -7.0951
H -5.9151 -3.5645 -7.4833
H -4.8579 -4.0936 -4.6405
H -5.5411 -2.6432 -5.1976
*
```

Computed properties:
SMILES string: CCOC(=O)C(F)(F)F.CCOC(=O)C(F)(F)F.CCOC(=O)C(F)(F)F.CCOC(=O)C(F)(F)F.CCOC(=O)C(F)(F)F.CCOC(=O)C(F)(F)F.CCOC(=O)C(F)(F)F.CCOC(=O)C(F)(F)F.CCOC(=O)C(F)(F)F
Kohn-Sham gap, Ha: 0.4143
E_HOMO, eV: -10.96
M, g/mol: 1278.7
Energy relative to the best compared isomer or geometry (same formula, charge and spin), kcal per mole: 34.8
LUMO energy, hartree: 0.0114
Total energy, eV: -148291.265

---

Density functional theory data (wB97M-V/def2-TZVPD) for a 2-piece molecular cluster, C36H45F5IN2O7S2 overall.

The geometry in ORCA input format:
```
! RIJCOSX wB97M-V def2-TZVPD def2/J DEFGRID3
* xyz 1 1
O 0.7421 1.9624 3.5729
C 0.4772 0.7702 3.6729
C 1.5017 -0.2318 3.1379
C 1.0939 -1.0301 1.8214
C 0.6390 -2.4283 2.3376
C -0.7859 -2.4586 2.9128
O -1.1973 -3.8311 2.7801
O -0.0025 -0.3604 1.2313
C 0.2581 0.6858 0.2973
C 0.0740 0.2394 -1.2030
C 0.0875 1.4308 -2.2116
C 1.1287 1.1810 -3.3483
S 1.7148 2.8188 -3.9582
C -0.8082 1.7763 0.5625
C -2.2083 1.4726 -0.0025
C -2.7854 0.0795 0.3284
C -4.3253 0.1429 0.4506
N -4.7772 -1.2007 0.8099
C -4.7413 -2.2759 -0.0279
C -5.2049 -3.3171 0.7181
C -5.5465 -2.8791 2.0202
C -5.2672 -1.5348 2.0200
C 1.6777 1.2391 0.3581
N 2.7428 0.1623 0.3196
C 2.3296 -1.1735 0.8930
C 3.5707 -1.6113 1.7387
C 4.8783 -1.7544 0.9002
C 6.1009 -1.1894 1.6777
I 7.4197 -0.2406 0.2380
S 2.2218 -2.4839 -0.3983
O 2.6887 -3.6974 0.1923
O 3.0590 -2.1470 -1.5145
C 0.5696 -2.9324 -1.1192
F 0.4485 -2.4281 -2.3507
F -0.5281 -2.5949 -0.4359
C 0.4872 -4.5044 -1.3323
F 1.4838 -4.9655 -2.0659
F 0.3015 -5.1517 -0.1973
F -0.6376 -4.6667 -2.0583
C -0.7745 0.4055 4.4295
C -0.5765 -0.0776 5.7041
C -1.6065 -0.4147 6.5349
C -2.9005 -0.2767 6.0681
C -3.0911 0.2059 4.8015
C -2.0621 0.5535 3.9683
H 2.3756 0.3820 2.9010
H 1.8150 -0.8942 3.9482
H 0.6577 -3.2062 1.5701
H 1.3056 -2.7838 3.1238
H -0.7415 -2.2490 3.9849
H -1.5079 -1.8534 2.3660
H -2.1484 -3.8344 2.9412
H -0.7896 -0.4008 -1.3350
H 1.0175 -0.2773 -1.4418
H -0.8871 1.5347 -2.6859
H 0.3800 2.3683 -1.7456
H 0.7061 0.6131 -4.1737
H 2.0235 0.6952 -2.9478
H 2.2826 3.3094 -2.8338
H -0.9405 1.9461 1.6326
H -0.4735 2.7444 0.1749
H -2.8877 2.2127 0.4384
H -2.3044 1.6278 -1.0794
H -2.6146 -0.6500 -0.4686
H -2.3869 -0.3701 1.2371
H -4.6522 0.8822 1.1827
H -4.7500 0.3979 -0.5256
H -4.4008 -2.2607 -1.0488
H -5.2948 -4.3451 0.3936
H -5.9256 -3.4327 2.8626
H -5.3692 -0.7635 2.7681
H 1.7854 1.7584 1.3193
H 1.9147 1.9854 -0.3978
H 3.0603 0.0747 -0.6552
H 3.5424 0.5362 0.8349
H 3.3584 -2.5224 2.2948
H 3.8253 -0.8548 2.4853
H 4.8330 -1.2048 -0.0389
H 5.0981 -2.7961 0.6723
H 6.6705 -1.9760 2.1635
H 5.8338 -0.3883 2.3656
H 0.4398 -0.1665 6.0845
H -1.4409 -0.7655 7.5459
H -3.7587 -0.5335 6.6760
H -4.1133 0.3366 4.4605
H -2.2280 0.9625 2.9809
C 1.4572 4.8831 -6.6765
C 1.9081 4.4187 -7.8384
C 1.2201 4.7400 -9.1142
O 1.6286 4.3158 -10.1722
C 0.0121 5.6000 -9.0418
C -0.4379 6.0637 -7.8785
C 0.2501 5.7420 -6.6045
O -0.1568 6.1643 -5.5425
H 1.9431 4.6599 -5.7377
H 2.7875 3.7911 -7.9105
H -0.4749 5.8238 -9.9823
H -1.3170 6.6912 -7.8056
*
```

Computed properties:
Kohn-Sham gap, Ha: 0.2688
E_HOMO, eV: -10.42
M, g/mol: 903.8
LUMO energy, hartree: -0.1142
Total energy, eV: -98722.208

---

Density functional theory data (wB97M-V/def2-TZVPD) for C36H45FHfN9O3Se as an isolated structure.

The geometry in ORCA input format:
```
! RIJCOSX wB97M-V def2-TZVPD def2/J DEFGRID3
* xyz 3 1
Hf -0.5964 2.6971 -0.5854
C -3.4518 2.8495 0.8515
C -2.7735 1.5579 1.3257
N -1.2968 1.6366 1.2609
C -0.7428 2.3588 2.4151
C -0.3810 3.8162 2.1787
C 0.0800 4.5906 3.2428
C 0.6570 5.8317 2.9784
C 0.8183 6.2422 1.6595
C 0.3327 5.4180 0.6550
C 0.6182 5.6745 -0.8049
N -0.0082 4.6378 -1.5954
C -1.4904 4.8801 -1.7714
C -2.5782 4.6285 -0.6563
N -2.7494 3.2067 -0.3459
N -0.3428 4.2683 0.9071
H -4.5177 2.6924 0.6608
H -3.3552 3.6162 1.6282
H -3.1250 1.2708 2.3236
H -3.0792 0.7460 0.6525
H -0.9251 0.6044 1.2511
H -1.3908 2.2761 3.2963
H 0.1965 1.8562 2.6794
H 0.0386 4.2143 4.2594
H 1.0375 6.4416 3.7921
H 1.3405 7.1622 1.4244
H 0.2944 6.6792 -1.0978
H 1.7027 5.6172 -0.9496
H 0.3032 4.4456 -2.5897
H -1.6211 5.9082 -2.1353
H -1.7853 4.2487 -2.6215
H -2.3844 5.2432 0.2265
H -3.5352 4.9927 -1.0520
H -3.1745 2.6668 -1.4340
F 0.7387 -3.8928 1.1986
C -0.0095 -3.4642 0.1697
C -0.0881 -2.0923 -0.0268
C -0.8246 -1.5893 -1.1013
C -0.8358 -0.1226 -1.3397
O -0.3029 0.6034 -0.5107
C -1.4449 0.3379 -2.5973
C -2.1031 -0.5600 -3.3434
N -2.2679 -1.9017 -3.0452
C -2.9661 -2.7383 -4.0358
C -4.1704 -3.5715 -3.6692
C -4.3390 -2.3744 -4.5498
C -1.5181 -2.4504 -1.9684
C -1.4234 -3.8351 -1.7349
C -0.6485 -4.3814 -0.6884
N -0.5853 -5.7910 -0.5530
C -0.0302 -6.3195 0.7213
C -0.2157 -7.8533 0.7946
N -1.0152 -8.3237 -0.3902
C -0.3547 -7.9821 -1.7012
C -0.0292 -6.4698 -1.7550
C -1.3208 1.7563 -3.1145
O -0.8897 1.8395 -4.3053
O -1.7368 2.6735 -2.3571
H 0.4422 -1.4194 0.6424
H -2.5499 -0.2429 -4.2847
H -2.2776 -3.1434 -4.7736
H -4.5563 -3.4984 -2.6590
H -4.2723 -4.5478 -4.1246
H -4.8308 -1.5028 -4.1309
H -4.5361 -2.5274 -5.6038
H -1.9740 -4.5060 -2.3850
H -0.5533 -5.8740 1.5761
H 1.0407 -6.0991 0.8083
H -0.7683 -8.1477 1.6917
H 0.7424 -8.3826 0.7722
H -1.8823 -7.7633 -0.3687
H -1.2695 -9.3144 -0.3250
H -1.0663 -8.2616 -2.4841
H 0.5444 -8.5994 -1.7929
H -0.4294 -6.0735 -2.6945
H 1.0590 -6.3296 -1.7891
C 3.2936 3.4290 3.4070
N 3.7702 2.2734 2.6470
C 3.2047 1.6682 1.5662
Se 1.7097 2.1612 0.8085
N 3.9385 0.6174 1.1264
C 4.9927 0.5656 1.9576
C 6.0578 -0.3318 1.9493
C 7.0488 -0.1746 2.9370
C 6.9499 0.8620 3.8942
C 5.8591 1.7522 3.8736
C 4.8944 1.5688 2.8816
H 2.3393 3.8179 2.9980
H 4.0509 4.2397 3.3656
H 3.1297 3.1364 4.4654
H 3.7320 -0.0138 0.3202
H 6.1221 -1.1209 1.2116
H 7.8923 -0.8523 2.9637
H 7.7183 0.9721 4.6483
H 5.7768 2.5476 4.6028
H 0.9226 2.6419 -1.8257
*
```

Computed properties:
Kohn-Sham gap, Ha: 0.2388
E_HOMO, eV: -13.66
M, g/mol: 928.3
Energy relative to the best compared isomer or geometry (same formula, charge and spin), kcal per mole: 0.0
LUMO energy, hartree: -0.2634
Total energy, eV: -126962.120

---

Density functional theory data (wB97M-V/def2-TZVPD) for a 9-piece molecular cluster, C36H45N9 overall.

The geometry in ORCA input format:
```
! RIJCOSX wB97M-V def2-TZVPD def2/J DEFGRID3
* xyz 0 1
C 14.5540 38.6530 45.7300
C 13.8840 37.4250 46.0160
C 14.8150 36.6280 46.9470
N 15.9470 37.4630 47.2600
C 15.8210 38.7490 46.6240
H 14.2590 39.6160 45.1380
H 13.0660 37.0170 45.9450
H 14.8570 35.7330 47.1420
H 16.4400 37.2880 48.2530
H 16.6670 39.4700 46.6990
C 12.1490 37.7760 40.2740
C 11.1470 36.8320 40.8160
C 11.0760 35.5480 39.9920
N 11.9190 35.9310 38.8840
C 12.5710 37.1230 38.9910
H 12.4250 38.7380 40.6940
H 10.6450 37.0690 41.5260
H 10.6360 34.5810 40.2460
H 12.1980 35.0950 38.1720
H 13.3140 37.3750 38.1950
C 12.9310 41.9210 39.5300
C 12.4100 41.2370 38.2900
C 12.0390 42.3020 37.4040
N 12.4720 43.5190 37.9200
C 13.0780 43.4060 39.2030
H 13.2390 41.6730 40.4830
H 12.0960 40.2060 38.0220
H 11.7450 42.1930 36.3110
H 12.2660 44.5580 37.3710
H 13.3820 44.2900 39.8010
C 16.0590 34.6420 41.7140
C 15.1120 34.4650 42.7590
C 13.8020 35.2340 42.6050
N 14.1340 35.9170 41.4050
C 15.3730 35.7520 40.8920
H 16.9510 34.1940 41.5990
H 15.1670 33.7660 43.5640
H 12.9290 35.2050 43.1170
H 13.5060 36.5120 40.9650
H 15.6980 36.2430 40.0440
C 11.2580 40.8570 43.1470
C 11.1920 39.3900 43.4270
C 12.4010 38.7800 42.8840
N 13.1780 39.8400 42.4230
C 12.5890 41.1500 42.5060
H 10.5510 41.6340 43.5470
H 10.4080 38.8010 44.0650
H 12.6180 37.8460 42.8110
H 14.1330 39.7750 41.9360
H 12.9430 42.1960 42.1190
C 15.8090 36.6850 36.2380
C 16.6000 36.8190 37.4780
C 16.5720 38.3260 37.8480
N 15.8260 38.8990 36.8180
C 15.3370 38.0210 35.8900
H 15.8340 35.6250 35.7470
H 17.0280 36.0420 38.0020
H 17.2990 38.8290 38.6850
H 15.7750 39.7390 36.7850
H 14.7560 38.2980 35.0850
C 16.0290 40.4500 40.9990
C 16.5260 40.6870 42.3060
C 16.3400 39.2810 43.0740
N 15.6600 38.4750 42.0080
C 15.3630 39.0530 40.8620
H 15.7840 41.2080 40.2950
H 16.7960 41.4630 42.9010
H 16.5440 38.8070 43.9020
H 15.3900 37.4740 42.2220
H 14.7750 38.7460 40.0650
C 17.2880 42.1560 36.3380
C 16.5100 41.6950 35.1890
C 15.0840 41.7010 35.6020
N 15.0160 42.1500 36.9300
C 16.2560 42.3750 37.4420
H 18.2200 42.1440 36.3380
H 17.1440 41.2930 34.3220
H 14.1330 41.2910 35.1100
H 14.2420 42.4590 37.3160
H 16.4430 42.8580 38.4780
C 19.0990 41.7210 44.9700
C 19.6720 43.1220 44.7090
C 18.5550 43.9710 44.5430
N 17.4470 43.2600 44.6780
C 17.6050 41.8780 44.7880
H 19.7590 40.6650 45.1150
H 20.5080 43.2690 44.5820
H 18.5330 45.0710 44.3190
H 16.4930 43.6340 44.5830
H 16.7850 41.2030 45.0390
*
```

Computed properties:
SMILES string: c1cc[nH]c1.c1cc[nH]c1.c1cc[nH]c1.c1cc[nH]c1.c1cc[nH]c1.c1cc[nH]c1.c1cc[nH]c1.c1cc[nH]c1.c1cc[nH]c1
Kohn-Sham gap, Ha: 0.2887
E_HOMO, eV: -7.45
M, g/mol: 603.8
Energy relative to the best compared isomer or geometry (same formula, charge and spin), kcal per mole: 503.5
LUMO energy, hartree: 0.0149
Total energy, eV: -51449.499